Entry 1:
15
Properties=species:S:1:pos:R:3:forces:R:3 method="wB97M-V/def2-TZVPD" orbital_gap_ev="6.245 / 6.774" homo_ev="-5.881 / -8.618" lumo_energy_ev="0.364 / -1.844" energy_ev=-19198.87810 spin_multiplicity=3 s_squared=2.017
S -0.2837 0.0424 0.4543 -5.448 -3.205 -2.980
C -0.2996 -1.7459 -0.0647 -0.981 3.850 -2.636
H 0.9154 0.7647 2.3038 -1.091 0.759 -0.442
C 0.2629 1.0842 1.4555 3.718 2.791 3.790
H -2.7214 0.0649 -0.3283 2.012 1.527 0.024
C -1.7931 0.7976 -0.3581 -0.421 -2.429 0.924
H -0.0419 -1.5467 -1.1690 0.411 -1.359 1.726
H -1.9251 1.6623 0.2594 -0.448 0.476 0.231
H -1.5583 1.0915 -1.3711 0.222 -0.064 -0.239
O 1.0357 0.3429 -1.0739 1.332 1.360 -2.155
H -1.3928 -1.7327 -0.0296 0.240 -1.597 0.581
C 2.1796 0.4002 -0.4963 -1.498 -0.678 1.731
H 0.3599 -2.1267 0.6678 0.405 -1.348 0.200
H 2.9343 1.1035 -0.8219 0.416 0.069 -0.735
O 2.3281 -0.2022 0.5721 1.132 -0.153 -0.021


Entry 2:
43
Properties=species:S:1:pos:R:3:forces:R:3 method="wB97M-V/def2-TZVPD" smiles="O=C(Nc1ccc(F)cc1)c1ccc(OCc2ccccc2B(O)O)nc1" orbital_gap_ev=8.560 homo_ev=-8.450 lumo_energy_ev=0.109 energy_ev=-34529.48478
C 0.4028 0.9124 0.4083 0.778 0.602 -0.346
C -3.0006 0.4971 -1.3952 -1.738 0.088 -0.088
C -3.0778 -3.6842 -2.2371 -0.783 -1.230 -0.579
O 3.6039 2.5864 0.3787 0.391 -0.207 0.208
H -3.9146 0.9983 -1.7082 0.087 -0.225 0.280
H 0.4278 0.4189 1.3678 -0.079 -0.170 0.101
H 7.2324 1.0416 3.1952 0.022 0.012 0.016
H 0.0386 2.7680 -2.8096 -0.199 0.079 -0.631
C 3.8974 0.6945 2.6988 1.236 0.027 -0.540
H 5.4368 1.5242 1.4809 0.312 -0.214 0.303
C 4.5936 -0.2750 4.7644 0.531 0.529 0.849
H 4.3286 -0.7062 5.6930 -0.136 -0.622 0.798
H -3.1643 -4.7516 -2.3742 0.300 -0.193 -0.097
C 5.2470 1.0063 2.4188 -1.379 0.316 0.117
C 0.1923 2.1950 -1.9224 -0.484 0.682 -0.604
C 1.4740 1.7094 -0.0236 -0.251 -0.952 0.568
H -1.0237 -3.7026 -1.5249 -0.937 0.468 -0.260
C -1.9381 -3.1088 -1.7617 1.367 -0.192 0.552
H -5.0643 -3.4458 -2.9495 -0.079 0.183 0.028
C -0.8516 1.3963 -1.4384 0.729 -0.691 1.153
F 6.8502 -0.0270 5.4981 -0.108 -0.213 0.048
H 2.2038 2.9903 -1.5430 -0.160 0.046 -0.253
C 6.2060 0.7498 3.3809 0.995 0.514 -0.720
C 5.8983 0.1385 4.5651 -0.872 -0.055 -0.427
H 2.0509 0.2996 1.9717 0.923 0.694 -0.373
O -6.1566 -1.0129 -3.6581 -1.053 0.798 -0.663
O -5.8930 0.2859 -1.5904 -0.940 -0.134 -0.619
C 2.7552 1.7821 0.7022 0.296 -0.316 1.218
N -0.7016 0.7236 -0.2720 -0.587 0.869 -0.946
N 2.8785 0.8769 1.7637 -1.345 0.011 -0.590
H -6.8111 -0.3636 -3.9889 0.406 -0.662 0.427
B -5.5306 -0.7149 -2.4898 0.824 -0.079 0.296
H -6.7264 0.7806 -1.7641 0.912 -0.672 0.033
C -4.1992 -2.9380 -2.5413 0.166 -0.227 0.296
H 2.5842 -0.3196 4.0905 0.167 0.314 -0.061
H -1.0809 -1.2865 -1.1021 0.555 0.135 0.083
C 3.5915 0.0472 3.8829 -0.202 -0.491 -0.345
C -4.2063 -1.5901 -2.2520 -1.310 1.840 0.191
C -1.9373 -1.7496 -1.5305 0.008 0.135 0.096
H -2.8996 0.5861 -0.3117 0.091 0.252 -0.234
C -3.0628 -0.9656 -1.7451 0.541 -0.533 -0.103
O -2.0252 1.2578 -2.0963 1.815 0.131 0.415
C 1.3721 2.3751 -1.2307 -0.810 -0.646 0.404


Entry 3:
8
Properties=species:S:1:pos:R:3:forces:R:3 method="wB97M-V/def2-TZVPD" smiles="O=C([O-])O/C([O-])=N/Cl" orbital_gap_ev=5.568 charge=-2 homo_ev=0.741 lumo_energy_ev=6.309 energy_ev=-24274.96708
O 0.1856 0.3748 -0.4682 -0.162 -0.312 0.472
C -1.0600 -0.1179 -0.2384 -1.657 0.433 0.091
Cl -3.4027 -0.7565 -0.8713 -1.463 -0.380 -0.205
O 2.3206 -0.5840 -0.0877 1.826 -3.097 -1.882
N -1.9208 -0.0623 -1.2989 2.313 0.778 -1.691
O 1.8268 1.0860 1.2835 -0.962 -0.199 -0.425
C 1.6631 0.2324 0.4192 -2.240 3.064 1.630
O -1.5735 -0.5053 0.8255 2.345 -0.287 2.009


Entry 4:
77
Properties=species:S:1:pos:R:3:forces:R:3 method="wB97M-V/def2-TZVPD" orbital_gap_ev=4.755 charge=-1 homo_ev=-2.402 lumo_energy_ev=2.352 energy_ev=-124929.49223
C 4.5979 4.8833 0.2230 0.011 -0.028 0.003
C -2.0617 2.1367 0.9278 -0.088 -0.003 0.047
N -1.8990 -1.5282 -1.3991 0.070 0.039 0.010
C 1.8519 1.0716 5.0857 0.001 0.018 -0.031
C -1.5009 2.2824 -1.5991 -0.039 -0.044 0.043
C -1.5341 3.5978 2.7556 0.003 0.030 0.007
C 0.4987 -2.0133 6.6023 -0.003 0.012 -0.001
H 0.1741 2.1389 -3.7653 0.020 0.050 0.039
C 1.4287 0.1822 6.0258 -0.003 -0.017 -0.014
H 0.9555 2.1281 0.9489 -0.108 0.065 -0.165
C 1.6177 0.7579 -3.0060 0.110 -0.107 0.059
C 2.6287 3.4635 0.6676 0.115 0.223 -0.047
C -1.6738 1.2415 3.0014 0.183 -0.016 -0.063
H 0.9393 4.6061 1.4023 -0.042 -0.017 -0.008
H -0.3965 -4.5678 4.5850 0.000 -0.002 0.002
C 2.5209 -1.3412 -2.9922 0.000 0.039 0.078
H 0.5694 -1.7322 7.6470 0.003 0.007 -0.005
H 1.4853 0.4089 7.0846 0.001 -0.004 -0.001
C 3.7658 -0.8836 -3.3771 0.019 0.002 0.055
H 4.5542 2.7708 -0.0500 -0.023 0.006 -0.014
C -4.0934 -2.4231 -1.0420 0.014 0.019 -0.009
C 1.2461 -0.4285 3.2474 -0.136 -0.064 -0.014
F 4.5120 7.2429 0.5844 0.001 0.002 -0.003
C -1.4489 2.4823 3.5723 0.015 -0.011 0.003
N -0.6980 1.1684 -2.0891 0.048 -0.051 0.026
H -2.0322 0.8778 -3.7012 0.026 0.016 -0.019
H 2.0732 1.5167 2.9956 -0.015 -0.007 -0.039
C 3.8970 6.0096 0.6121 -0.042 -0.015 0.002
C -0.0418 -3.5918 4.8851 0.008 0.036 0.041
C 0.3547 -2.6884 3.9454 0.008 0.045 -0.036
H -2.0412 2.7423 -2.4484 0.000 0.042 0.010
C -2.7290 -2.3675 -0.7927 -0.001 -0.012 0.023
C 0.0259 -3.2405 6.2491 -0.005 -0.034 -0.028
C 0.9177 -1.0754 5.6257 0.017 0.023 0.038
H -4.1314 0.0508 -3.3355 -0.007 -0.001 -0.005
C -1.4539 0.2852 -2.9670 -0.001 -0.021 -0.064
C -3.7596 -0.6631 -2.6114 0.034 0.007 -0.004
H -4.7179 -3.1282 -0.5103 -0.008 0.004 -0.003
H 0.8619 2.5082 -2.1648 0.023 0.048 -0.050
H -0.8129 3.0370 -1.2114 -0.031 -0.004 0.013
C 1.9664 4.6683 1.0607 0.044 -0.073 0.033
C -1.8605 3.4233 1.4234 0.121 -0.011 -0.031
N -1.9540 1.0590 1.7112 -0.218 0.014 -0.120
H -0.2880 -3.9531 7.0009 -0.002 0.000 -0.003
C 1.7495 0.7648 3.7110 0.007 0.027 -0.016
C -2.5236 1.9511 -0.4993 -0.035 0.001 0.052
H -1.5952 0.3422 3.6033 -0.011 -0.002 0.001
H 4.5929 -1.5721 -3.4786 0.008 -0.001 -0.013
N 1.4641 -0.5471 -2.8110 -0.069 0.020 -0.075
H 2.9334 2.3889 -3.4810 0.017 -0.012 -0.015
H -1.9509 4.2736 0.7583 0.012 0.012 0.006
C 2.8409 1.3140 -3.3840 -0.007 -0.039 0.034
H -2.9209 0.9442 -0.5965 0.073 0.002 0.003
C 2.5861 5.9057 1.0320 0.019 0.021 0.001
H 2.3635 -2.3951 -2.7915 -0.031 -0.015 -0.016
H -0.7391 -0.3244 -3.5182 0.028 -0.002 0.046
H 4.8913 0.8925 -3.8383 -0.008 -0.003 -0.005
C 3.9254 0.4815 -3.5715 0.037 0.060 -0.008
C -4.6151 -1.5518 -1.9831 -0.023 -0.005 0.008
H -1.3504 4.5893 3.1505 0.001 -0.002 -0.001
H -5.6731 -1.5542 -2.2151 0.002 -0.001 -0.002
H 2.5573 1.3404 0.3342 -0.019 0.041 -0.208
H -3.3645 2.6365 -0.6461 -0.043 -0.037 0.032
H -2.2823 -3.0351 -0.0620 0.015 0.011 -0.004
H 2.2606 2.0314 5.3806 0.000 -0.010 0.009
C 0.4618 1.7051 -2.7871 -0.047 -0.065 0.231
H -1.1917 2.5587 4.6200 -0.005 0.011 0.001
C 3.0698 -1.5139 0.9631 -0.107 0.094 -0.118
C 0.8432 -1.3839 4.2350 -0.026 -0.055 -0.028
H 5.6296 4.9795 -0.0962 -0.002 0.008 -0.001
H 2.0518 6.7978 1.3399 0.003 0.003 -0.002
C -2.4045 -0.6708 -2.2855 -0.080 0.000 0.016
Sn 0.9774 -0.5800 0.9755 0.475 0.146 0.355
Br 0.2604 -3.2612 2.1287 -0.061 -0.041 -0.065
N 4.1240 -1.9836 0.8863 -0.056 -0.021 -0.018
C 3.9843 3.6449 0.2482 -0.011 -0.015 0.067
C 1.9954 2.2173 0.6516 -0.176 -0.334 -0.021